DFT (wB97M-V/def2-TZVPD) results for a structure of composition C27H34GaGe2N6P.

Last column: Löwdin spin population.
Element x y z (Å)
1 Ga 0.6636 -0.1337 -0.1243  0.034
2 C 6.0953 0.0424 -0.0878  0.000
3 N 4.7403 -0.3471 -0.5113  0.000
4 C 4.4548 -1.2499 -1.5016  0.000
5 C 3.0995 -1.3225 -1.5864  0.000
6 N 2.5645 -0.4657 -0.6556  0.000
7 C 3.5815 0.1147 -0.0133  0.000
8 P 3.3962 1.3166 1.3646  0.000
9 C 2.1493 2.3209 0.4982  0.001
10 N 1.0335 1.8285 -0.0420  0.008
11 C 0.4311 2.8505 -0.7414  0.000
12 C 1.1920 3.9689 -0.5937  0.000
13 N 2.2657 3.6207 0.1841  0.000
14 C 3.3554 4.5341 0.5632  0.000
15 C 2.2473 0.2641 2.3124  0.000
16 N 1.2270 -0.4102 1.7806  0.005
17 C 0.7263 -1.2383 2.7554  0.000
18 C 1.4556 -1.0470 3.8887  0.000
19 N 2.4057 -0.1034 3.5951  0.000
20 C 3.4289 0.3762 4.5379  0.000
21 H 6.8117 -0.5142 -0.6832  0.000
22 H 6.2438 -0.1969 0.9619  0.000
23 H 6.2480 1.1059 -0.2518  0.000
24 H 5.2268 -1.7601 -2.0520  0.000
25 H 2.4941 -1.9200 -2.2457  0.000
26 H -0.4908 2.7190 -1.2803  0.000
27 H 1.0609 4.9670 -0.9765  0.000
28 H 2.9610 5.5446 0.6053  0.000
29 H 4.1526 4.4901 -0.1753  0.000
30 H 3.7407 4.2634 1.5418  0.000
31 H -0.1039 -1.9014 2.5851  0.000
32 H 1.3780 -1.4979 4.8637  0.000
33 H 3.0490 0.2572 5.5479  0.000
34 H 3.6363 1.4268 4.3582  0.000
35 H 4.3411 -0.2062 4.4294  0.000
36 C -1.3748 -4.1419 -1.1523  0.065
37 Ge -2.2007 -2.9570 -2.4284  0.199
38 C -4.0654 -3.1764 -2.7605  0.028
39 C -1.1328 -2.3266 -3.9007  0.055
40 Ge -1.6959 -0.6556 -0.7208  0.329
41 C -2.4786 -1.0107 1.0064  0.058
42 C -2.2204 -0.1053 2.0399  0.018
43 C -2.8918 -0.2223 3.2497  0.004
44 C -3.8040 -1.2522 3.4411  0.001
45 C -4.0581 -2.1598 2.4218  -0.001
46 C -3.3999 -2.0388 1.2056  0.006
47 C -2.4940 0.8722 -1.5881  0.084
48 C -2.6686 0.9504 -2.9703  0.013
49 C -3.2688 2.0707 -3.5284  -0.001
50 C -3.6955 3.1082 -2.7096  0.013
51 C -3.5455 3.0209 -1.3307  0.006
52 C -2.9567 1.9005 -0.7601  0.026
53 H -0.9454 -4.9685 -1.7273  0.013
54 H -2.1215 -4.5392 -0.4686  0.000
55 H -0.5743 -3.6668 -0.5889  0.003
56 H -4.1173 -3.9928 -3.4911  0.008
57 H -4.5122 -2.2909 -3.2082  0.001
58 H -4.6142 -3.4721 -1.8698  0.000
59 H -0.7126 -3.2156 -4.3815  0.011
60 H -0.3098 -1.6858 -3.5904  0.003
61 H -1.7583 -1.8063 -4.6226  0.000
62 H -1.5124 0.7085 1.9102  0.003
63 H -2.7067 0.4931 4.0406  0.001
64 H -4.3214 -1.3456 4.3866  0.000
65 H -4.7776 -2.9540 2.5701  0.000
66 H -3.6206 -2.7472 0.4159  0.002
67 H -2.3416 0.1495 -3.6204  0.001
68 H -3.4139 2.1286 -4.5990  0.000
69 H -4.1617 3.9812 -3.1463  0.001
70 H -3.9073 3.8167 -0.6927  0.001
71 H -2.8828 1.8336 0.3179  0.002

The charge is +3. For the LUMO energy (alpha / beta), the calculation gives -8.011 / -10.828 eV. Its total energy is -7796.917120 Eh. Its expectation value of S² is 0.7520. As for the spin multiplicity: 2. For the highest occupied orbital energy (alpha / beta), the calculation gives -16.48 / -16.59 eV. For the gap between HOMO and LUMO (alpha / beta), the calculation gives 8.46 / 5.76 eV.

---

DFT (wB97M-V/def2-TZVPD) results for a structure of composition C27H34N9PdS2.

Last column: Löwdin charge in e.
Element x y z (Å)
1 Pd -1.0461 1.4763 0.2525  0.664
2 C -6.1676 -1.5343 1.1181  -0.111
3 C -4.9779 -1.6914 2.0556  -0.301
4 N -4.3658 -0.4162 2.3917  -0.072
5 C -3.3706 0.0726 1.5189  -0.824
6 S -2.2417 1.2437 2.2049  0.525
7 N -3.3356 -0.3277 0.3042  -0.015
8 N -2.3000 0.1736 -0.4365  -0.214
9 C -2.2874 -0.0236 -1.8150  -0.342
10 C -3.3479 -0.8781 -2.4373  -0.059
11 C -1.2746 0.5871 -2.4827  -0.303
12 C -0.9548 0.4816 -3.8967  -0.100
13 C 0.1462 1.0678 -4.4125  -0.157
14 C 1.0189 1.8478 -3.5634  -0.144
15 C 0.6396 2.0097 -2.2587  -0.230
16 N -0.4398 1.4571 -1.6914  -0.126
17 H -6.6353 -2.5022 0.9192  0.060
18 H -5.8339 -1.1055 0.1744  0.048
19 H -6.9117 -0.8684 1.5594  0.064
20 H -4.2396 -2.3538 1.5872  0.102
21 H -5.3065 -2.1546 2.9902  0.101
22 H -4.0428 -0.3640 3.3449  0.074
23 H -4.2948 -0.7192 -1.9214  0.056
24 H -3.1314 -1.9487 -2.3650  0.053
25 H -3.4801 -0.6300 -3.4917  0.069
26 H -1.6201 -0.0855 -4.5386  0.091
27 H 0.3587 0.9792 -5.4727  0.084
28 H 1.8853 2.3638 -3.9516  0.062
29 H 1.2256 2.6449 -1.5979  0.076
30 N 0.4190 2.8226 0.9973  -0.443
31 S 1.7490 1.9923 1.2674  1.014
32 C 1.6125 0.9251 2.6992  -0.422
33 C 2.3357 -0.2570 2.6850  -0.133
34 C 2.2266 -1.1292 3.7577  -0.072
35 C 1.3841 -0.8170 4.8158  -0.081
36 C 0.6439 0.3582 4.8053  -0.080
37 C 0.7535 1.2363 3.7400  -0.119
38 C 2.9556 3.1810 1.8950  -0.359
39 C 3.9742 2.8271 2.7693  -0.071
40 C 4.9008 3.7833 3.1580  -0.082
41 C 4.8113 5.0819 2.6749  -0.095
42 C 3.7934 5.4255 1.7981  -0.082
43 C 2.8635 4.4745 1.3993  -0.085
44 H 0.0999 3.3033 1.8370  0.002
45 H 2.9401 -0.5137 1.8259  0.084
46 H 2.7635 -2.0684 3.7431  0.104
47 H 1.2792 -1.5106 5.6409  0.098
48 H -0.0449 0.5790 5.6098  0.104
49 H 0.1412 2.1280 3.7052  0.083
50 H 4.0362 1.8201 3.1610  0.104
51 H 5.6901 3.5116 3.8471  0.102
52 H 5.5340 5.8259 2.9851  0.099
53 H 3.7183 6.4367 1.4191  0.102
54 H 2.0614 4.7242 0.7164  0.102
55 C 0.8859 -4.5990 -3.2076  -0.089
56 C 0.4545 -3.1884 -3.5966  -0.399
57 C -0.9432 -2.8670 -3.0743  -0.078
58 C 1.4561 -2.1233 -3.1517  -0.104
59 N 1.5851 -2.0127 -1.7084  -0.094
60 C 0.9487 -1.1936 -0.8772  -0.138
61 N 1.3239 -1.4452 0.3553  0.040
62 N 2.2298 -2.4536 0.2449  -0.046
63 N 2.3905 -2.8014 -0.9819  0.034
64 H 0.1892 -5.3305 -3.6212  0.071
65 H 0.8968 -4.7195 -2.1232  0.069
66 H 1.8881 -4.8309 -3.5746  0.072
67 H 0.4465 -3.1225 -4.6901  0.134
68 H -0.9672 -2.9025 -1.9837  0.092
69 H -1.6720 -3.5890 -3.4456  0.084
70 H -1.2594 -1.8654 -3.3730  0.036
71 H 1.1354 -1.1425 -3.5089  0.104
72 H 2.4505 -2.3336 -3.5451  0.124
73 H 0.2504 -0.4221 -1.1778  0.082

The charge is -1. The calculation puts the energy above the lowest of the compared OMol25 structures with the same formula, charge and spin at 67.4 kJ/mol. For the LUMO energy, the calculation gives 2.343 eV. Its total energy is -2466.289462 Eh. For the highest occupied orbital energy, the calculation gives -1.80 eV. For the gap between HOMO and LUMO, the calculation gives 4.15 eV.

---

DFT (wB97M-V/def2-TZVPD) results for a structure of composition C27H35AsN2OP2Rh at a distorted geometry.

Last column: Löwdin spin population.
Element x y z (Å)
1 Rh 0.2325 -0.4734 -0.8533  1.845
2 P 0.2259 0.8628 -2.6178  0.249
3 P 2.2503 -1.3201 -0.7680  0.203
4 N -1.8077 -0.5350 -1.1585  0.438
5 N -0.3083 -2.2706 0.0316  0.495
6 H -3.4598 -1.7867 -0.8615  0.008
7 H -1.9831 -2.8541 1.1964  0.014
8 H -2.9569 -0.8706 0.5920  0.021
9 C -2.5839 -1.4062 -0.3060  0.049
10 H -1.9705 -3.4658 -0.4764  0.018
11 C -1.7216 -2.5908 0.1553  0.056
12 H -3.4432 0.2538 -2.1882  -0.001
13 H 0.3585 -4.0679 0.9023  0.001
14 C -2.3437 0.2437 -2.0859  0.041
15 C 0.6409 -3.1228 0.4023  0.061
16 C -1.5261 0.9944 -2.9209  0.458
17 C 1.9708 -2.8223 0.1509  0.462
18 H -1.9693 1.6138 -3.6982  0.021
19 H 2.7541 -3.4788 0.5116  0.023
20 H 2.8407 -1.6861 -2.0036  0.040
21 H 3.2772 -0.6141 -0.0920  0.023
22 H 0.7849 0.3481 -3.8110  0.038
23 H 0.7442 2.1886 -2.5713  0.048
24 H -0.1723 -3.9823 -2.0857  -0.001
25 C -0.1075 -3.6792 -3.1415  0.001
26 C 1.2973 -3.9378 -3.6262  0.002
27 C -1.1580 -4.4149 -3.9403  0.002
28 O -0.3124 -2.2524 -3.1930  0.065
29 H 1.4674 -5.0188 -3.6995  0.000
30 H 1.4429 -3.4978 -4.6231  0.000
31 H 2.0365 -3.5073 -2.9414  0.002
32 H -2.1526 -4.2902 -3.4910  0.000
33 H -1.1799 -4.0427 -4.9750  0.000
34 H -0.9300 -5.4869 -3.9708  0.000
35 H -1.2348 -2.0523 -2.9297  0.000
36 C 4.5003 2.3257 2.9656  0.005
37 C 3.4327 1.8649 3.7399  0.001
38 C 2.2528 1.4253 3.1285  0.008
39 C 2.1267 1.5034 1.7369  0.025
40 C 3.2239 1.8831 0.9463  0.005
41 C 4.4005 2.3095 1.5710  0.001
42 As 0.3802 1.0633 0.9166  0.141
43 C -0.7960 0.7721 2.4573  0.048
44 C -1.0117 -0.5466 2.8773  0.006
45 C -1.7755 -0.7939 4.0222  0.001
46 C -2.2921 0.2724 4.7632  0.001
47 C -2.0733 1.5879 4.3435  0.003
48 C -1.3392 1.8426 3.1777  0.009
49 C -0.3273 2.7984 0.3494  0.022
50 C -1.7011 2.9446 0.1411  0.013
51 C -2.1727 4.0480 -0.5781  0.004
52 C -1.2816 5.0361 -1.0134  0.011
53 C 0.0757 4.9295 -0.7104  0.001
54 C 0.5644 3.8176 -0.0214  0.009
55 H 5.4059 2.6946 3.4474  0.000
56 H 3.5097 1.8563 4.8252  0.000
57 H 1.4250 1.0386 3.7286  0.000
58 H 3.1610 1.8551 -0.1436  0.001
59 H 5.2442 2.6434 0.9658  0.000
60 H -0.5752 -1.3722 2.3099  0.001
61 H -1.9489 -1.8226 4.3372  0.000
62 H -2.8568 0.0755 5.6766  0.000
63 H -2.4687 2.4210 4.9286  0.000
64 H -1.1872 2.8665 2.8384  0.001
65 H -2.4016 2.2086 0.5364  0.000
66 H -3.2372 4.1367 -0.7953  0.000
67 H -1.6500 5.8942 -1.5809  0.001
68 H 0.7692 5.7160 -1.0166  0.000
69 H 1.6214 3.7267 0.2166  0.000

The charge is +2. For the LUMO energy (alpha / beta), the calculation gives -5.149 / -9.054 eV. Its total energy is -4262.872324 Eh. Its expectation value of S² is 8.8137. As for the spin multiplicity: 6. For the highest occupied orbital energy (alpha / beta), the calculation gives -11.95 / -14.42 eV. For the gap between HOMO and LUMO (alpha / beta), the calculation gives 6.80 / 5.36 eV.

---

> Among the records above, which one has the highest charge?

C27H34GaGe2N6P

---

> Look up the charge of the third one.

+2